Record 1
Molecular formula: C5H14O3
Method: DFT, ωB97M-V with the def2-TZVPD basis set

Values from the calculation:
HOMO energy	-10.031	eV
gap between HOMO and LUMO	10.855	eV
2S+1	1
SMILES string	CCCOCOC.O
E_LUMO	0.8244	eV

CARTESIAN COORDINATES (ANGSTROEM)
O: -1.474 -0.315 2.195
O: -0.190 -0.092 0.336
C: -2.332 -1.115 2.999
C: -0.884 -0.988 1.155
C: 1.158 1.652 -1.912
C: -0.857 0.564 -0.659
C: -0.243 1.847 -1.229
H: -2.666 -0.382 3.752
H: -1.845 -1.957 3.520
H: -3.218 -1.498 2.464
H: -1.632 -1.473 0.499
H: -0.174 -1.769 1.490
H: 1.132 0.820 -2.635
H: 1.911 1.424 -1.139
H: 1.465 2.569 -2.443
H: -1.878 0.808 -0.307
H: -0.952 -0.177 -1.477
H: 0.021 2.625 -0.488
H: -0.926 2.305 -1.970
O: 4.457 -1.814 -1.726
H: 5.320 -1.477 -1.394
H: 3.807 -1.557 -1.032

Atomic forces in eV per Å
-0.374 -0.139 0.581
2.352 -0.238 2.101
-0.302 0.864 0.562
0.171 -0.396 -1.882
-0.556 -0.424 0.111
-2.132 0.343 -1.373
1.914 0.403 -0.203
-0.099 -0.633 -0.120
0.177 0.270 -0.339
0.345 0.139 -0.110
-0.218 -0.159 0.360
-0.091 0.442 0.038
0.104 0.291 0.196
-0.241 0.042 -0.375
-0.139 -0.361 0.243
0.190 -0.008 -0.212
-0.244 0.449 -0.226
-0.915 -0.457 0.157
0.081 -0.440 0.490
0.234 0.597 1.050
-0.961 -0.347 -0.325
0.707 -0.239 -0.725

=====

Record 2
Molecular formula: C8H21ClI2InNP2
Method: DFT, ωB97M-V with the def2-TZVPD basis set

Values from the calculation:
HOMO energy	-15.453	eV
gap between HOMO and LUMO	6.704	eV
2S+1	1
net charge	+2
E_LUMO	-8.7488	eV

CARTESIAN COORDINATES (ANGSTROEM)
I: -2.586 0.458 -4.076
I: -3.584 -1.296 -2.234
In: -0.488 -0.018 -0.648
P: 1.038 -2.112 -0.828
C: 0.605 -3.612 0.119
C: 0.587 -2.412 -2.577
H: 1.104 -3.279 -3.003
H: 3.398 -2.812 -1.187
H: 0.842 -1.524 -3.162
H: 3.166 -1.048 -1.292
H: -0.480 -3.762 0.091
H: -0.496 -2.536 -2.678
C: 2.859 -1.954 -0.765
H: 1.089 -4.534 -0.237
H: 3.169 -1.833 0.279
H: 0.875 -3.465 1.171
P: -0.953 2.233 0.574
C: -2.078 2.250 2.014
C: 0.411 3.391 0.958
H: -1.205 2.939 -1.724
H: -2.214 3.960 -0.667
H: -2.709 2.301 -1.123
C: -1.862 2.939 -0.850
H: 1.132 3.390 0.138
H: 0.082 4.422 1.141
H: -2.472 3.243 2.276
H: -1.555 1.843 2.887
H: 0.942 3.035 1.847
H: -2.928 1.586 1.821
Cl: 1.327 1.185 -1.790
C: 0.962 -1.021 4.547
C: 0.706 -0.695 3.167
N: 0.524 -0.420 2.050
H: 0.933 -2.093 4.744
H: 0.244 -0.569 5.232
H: 1.949 -0.678 4.872

Atomic forces in eV per Å
-0.166 -0.470 0.524
0.729 0.666 -0.173
1.932 0.617 0.753
-0.272 -1.239 -0.998
-0.330 0.177 0.359
0.092 -0.008 -0.027
-0.093 0.129 0.144
-0.563 -0.039 -0.020
0.198 -0.031 0.050
-0.096 -0.084 -0.052
0.142 0.017 -0.090
0.119 -0.210 0.153
-0.085 0.816 0.480
0.031 0.493 -0.149
-0.092 -0.067 -0.111
0.034 0.015 -0.210
-1.278 0.959 -0.282
-0.041 -0.526 0.127
0.626 -0.742 -0.024
0.132 0.134 0.138
0.076 -0.194 0.056
-0.056 0.087 0.267
0.039 0.079 -0.033
-0.132 0.002 -0.024
-0.421 -0.361 -0.122
0.339 -0.151 -0.361
-0.004 0.124 -0.180
-0.138 0.023 -0.081
0.094 0.136 -0.055
-0.751 -0.360 0.057
0.347 -0.194 1.085
-0.256 0.495 -1.918
0.147 -0.457 1.650
-0.077 -0.048 -0.335
-0.163 0.138 -0.274
-0.061 0.075 -0.322

=====

Record 3
Molecular formula: C9H19BBrO5S
Method: DFT, ωB97M-V with the def2-TZVPD basis set

Values from the calculation:
HOMO energy	-4.874	eV
gap between HOMO and LUMO	7.405	eV
2S+1	1
net charge	-1
E_LUMO	2.5302	eV

CARTESIAN COORDINATES (ANGSTROEM)
C: 0.127 -0.648 -0.676
C: 0.106 -0.402 0.628
C: 0.108 -0.427 2.261
B: 1.695 -0.740 2.682
O: 1.918 -0.753 4.134
Br: 2.767 0.826 1.892
C: 2.177 -2.151 1.946
O: 2.954 -2.941 2.907
C: 2.482 -4.306 2.993
C: 1.018 -4.429 3.675
H: 0.511 -1.006 -1.709
H: -0.626 -1.225 2.643
H: -0.181 0.632 2.644
H: 1.354 -0.056 4.550
H: 2.845 -1.818 1.053
H: 1.304 -2.758 1.502
H: 3.219 -4.887 3.680
H: 2.431 -4.764 1.921
H: 0.224 -4.514 2.834
H: 0.831 -3.522 4.374
H: 1.003 -5.365 4.361
O: -0.192 3.051 -4.631
S: -0.786 2.647 -3.381
O: -1.226 1.296 -3.147
O: -2.003 3.660 -3.026
C: -3.058 3.811 -3.972
C: -3.965 2.592 -4.002
C: 0.297 3.108 -2.058
H: -2.655 4.028 -4.965
H: -3.643 4.681 -3.663
H: -3.431 1.711 -4.365
H: -4.819 2.760 -4.663
H: -4.329 2.359 -2.999
H: 0.611 4.142 -2.197
H: 1.161 2.444 -2.091
H: -0.229 2.982 -1.111

Atomic forces in eV per Å
0.849 0.673 6.479
-0.234 -2.075 -5.436
-0.455 1.108 -2.025
-1.017 -1.179 0.565
-1.206 0.660 -0.016
0.643 0.928 -0.348
0.472 0.477 -0.736
-0.913 -1.627 -0.752
-0.198 0.045 0.339
0.306 -0.021 0.096
-1.078 1.095 2.414
0.980 1.176 -0.723
0.186 -1.770 -0.711
0.855 -0.852 -0.620
-0.888 -1.045 1.343
1.207 0.781 0.759
-1.016 1.038 -1.393
0.248 0.503 1.800
1.103 0.210 1.715
0.299 -1.384 -1.441
-0.148 1.355 -1.322
-0.538 -0.335 0.194
0.129 -0.058 0.882
0.188 0.765 -0.697
0.728 -0.150 0.108
-0.664 -0.197 -0.547
0.037 -0.305 -0.050
-0.143 0.171 0.024
0.134 -0.057 0.100
0.317 0.010 0.192
-0.037 0.096 0.034
0.042 0.116 0.063
0.010 0.080 -0.092
-0.076 -0.077 -0.048
-0.178 -0.053 -0.038
0.057 -0.104 -0.110

=====

Record 4
Molecular formula: CH8NS
Method: DFT, ωB97M-V with the def2-TZVPD basis set

Values from the calculation:
HOMO energy	-13.397	eV
gap between HOMO and LUMO	9.238	eV
2S+1	1
net charge	+1
E_LUMO	-4.1591	eV

CARTESIAN COORDINATES (ANGSTROEM)
N: 1.302 -1.836 -1.311
H: 2.055 -1.450 -0.736
H: 0.616 -1.069 -1.433
H: 0.793 -2.575 -0.831
H: 1.480 -2.224 -2.244
C: -0.532 0.903 1.667
S: -0.492 0.756 -0.103
H: -1.566 0.804 2.031
H: -0.396 1.938 1.965
H: -0.042 0.147 2.271
H: -1.496 -0.118 -0.239

Atomic forces in eV per Å
-1.456 0.044 -0.571
0.326 -0.376 -0.437
0.155 0.157 0.348
0.108 -0.078 0.555
0.956 0.323 0.218
-1.843 0.037 1.490
0.186 -0.172 -0.623
-0.052 -0.191 -0.595
0.987 -0.039 -0.105
0.809 0.266 -0.280
-0.177 0.031 0.000

=====

Record 5
Molecular formula: C8H17N6O7S2
Method: DFT, ωB97M-V with the def2-TZVPD basis set

Values from the calculation:
HOMO energy	-5.149	eV
gap between HOMO and LUMO	7.109	eV
2S+1	1
net charge	-1
E_LUMO	1.9609	eV

CARTESIAN COORDINATES (ANGSTROEM)
O: 4.749 0.331 2.302
S: 4.632 -0.792 1.391
O: 3.260 -1.230 1.175
O: 5.591 -1.847 1.594
O: 5.103 -0.175 -0.065
C: 4.121 0.396 -0.915
C: 3.711 1.819 -0.532
C: 2.597 1.941 0.509
C: 1.328 1.230 0.056
S: -0.133 2.082 0.727
C: -1.316 0.851 0.393
N: -2.227 0.808 -0.516
N: -2.899 -0.405 -0.354
C: -2.328 -0.992 0.630
O: -1.331 -0.270 1.163
H: 3.253 -0.259 -0.991
H: 4.592 0.429 -1.901
H: 4.601 2.347 -0.185
H: 3.352 2.299 -1.450
H: 2.923 1.572 1.478
H: 2.383 3.011 0.634
H: 1.222 1.201 -1.024
H: 1.329 0.207 0.433
H: -2.548 -1.956 1.058
C: -4.441 -4.039 2.867
O: -3.714 -3.180 2.405
N: -5.763 -4.135 2.524
N: -3.992 -4.970 3.761
H: -6.380 -4.833 2.890
H: -6.112 -3.463 1.868
H: -3.025 -4.919 4.025
H: -4.571 -5.686 4.154
C: -0.615 2.631 -3.473
O: 0.264 2.220 -2.741
N: -0.435 3.722 -4.290
N: -1.851 2.056 -3.519
H: -1.150 4.088 -4.889
H: 0.461 4.169 -4.262
H: -2.042 1.341 -2.837
H: -2.597 2.398 -4.092

Atomic forces in eV per Å
0.005 0.000 0.128
-0.151 0.256 -0.156
-0.022 0.007 -0.027
0.144 -0.130 0.050
-0.073 -0.178 -0.069
0.167 0.225 0.020
-0.205 -0.219 -0.063
-0.047 0.397 -0.025
0.126 -0.555 0.146
-0.089 0.128 0.002
0.129 0.010 0.015
-0.152 0.010 -0.173
-0.162 0.140 -0.258
0.109 -0.219 0.143
0.112 -0.053 0.146
-0.064 -0.089 0.084
0.054 -0.027 0.039
0.040 0.041 -0.019
0.071 0.079 0.001
0.014 -0.112 0.000
0.038 -0.015 -0.026
-0.015 0.195 -0.057
0.032 0.004 0.066
-0.064 0.070 0.023
0.040 0.004 -0.003
-0.032 -0.043 0.010
-0.021 -0.011 0.011
-0.014 -0.004 0.010
0.009 -0.011 0.008
0.017 0.010 -0.007
0.011 0.013 -0.012
-0.013 0.000 -0.008
-0.311 0.028 0.219
0.214 0.072 -0.192
0.063 -0.025 -0.082
0.107 -0.124 -0.232
-0.024 -0.006 0.019
0.017 -0.014 0.005
-0.051 0.068 0.233
-0.007 0.079 0.031

=====

Record 6
Molecular formula: C4H8O2
Method: DFT, ωB97M-V with the def2-TZVPD basis set

Values from the calculation:
HOMO energy	-9.751	eV
gap between HOMO and LUMO	10.748	eV
2S+1	1
SMILES string	CC[C@H]1O[C@H]1O
E_LUMO	0.9968	eV

CARTESIAN COORDINATES (ANGSTROEM)
C: -1.188 -1.041 0.071
C: -0.826 0.169 -0.782
C: 0.360 0.985 -0.358
O: 0.588 1.334 1.022
C: 1.551 0.553 0.373
O: 1.733 -0.682 0.955
H: -2.137 -1.460 -0.274
H: -1.319 -0.750 1.120
H: -0.433 -1.831 0.008
H: -1.678 0.857 -0.826
H: -0.615 -0.139 -1.815
H: 0.541 1.853 -0.990
H: 0.901 -0.801 1.434
H: 2.522 0.954 0.062

Atomic forces in eV per Å
-0.049 -0.053 0.038
-0.023 0.047 0.011
0.246 0.044 -0.281
0.070 0.536 0.244
0.441 -0.265 -0.431
-0.327 -0.067 -0.059
0.106 0.020 0.081
0.002 -0.073 -0.126
-0.110 0.133 0.007
-0.031 -0.108 -0.044
-0.127 0.019 0.124
-0.130 -0.053 -0.194
0.203 -0.440 0.130
-0.272 0.259 0.501

=====

Record 7
Molecular formula: C3H5N2S
Method: DFT, ωB97M-V with the def2-TZVPD basis set

Values from the calculation:
HOMO energy	-2.874	eV
gap between HOMO and LUMO	6.887	eV
2S+1	1
net charge	-1
E_LUMO	4.0124	eV

CARTESIAN COORDINATES (ANGSTROEM)
C: -0.552 0.108 1.027
C: -1.647 0.201 0.224
C: 1.496 -0.462 -0.086
N: 0.277 0.261 -0.113
N: -0.868 0.066 -0.960
S: -1.301 1.812 -2.294
H: -0.082 -0.044 1.987
H: -2.740 0.140 0.325
H: 1.232 -1.507 0.183
H: 2.017 -0.538 -0.956
H: 2.168 -0.036 0.663

Atomic forces in eV per Å
0.496 0.948 -0.994
-0.753 -1.408 0.454
-1.530 -1.794 1.797
0.297 1.687 1.069
-0.836 2.095 -1.583
0.615 -2.178 1.655
-0.754 0.037 0.360
0.810 0.343 -0.232
0.649 -0.072 0.181
1.231 0.302 -2.816
-0.225 0.040 0.108

=====

Record 8
Molecular formula: C2H4BrNO
Method: DFT, ωB97M-V with the def2-TZVPD basis set

Values from the calculation:
HOMO energy	-10.416	eV
gap between HOMO and LUMO	10.837	eV
2S+1	1
E_LUMO	0.4207	eV

CARTESIAN COORDINATES (ANGSTROEM)
C: -0.112 3.416 -0.392
C: 0.342 -0.174 0.130
N: -0.103 0.491 -0.924
O: 0.441 4.391 -0.256
Br: 0.885 2.406 1.939
H: -0.279 -0.211 0.930
H: 1.220 -0.876 0.191
H: 0.985 1.164 1.561
H: -1.028 0.908 -0.785

Atomic forces in eV per Å
-0.144 0.860 -0.606
-0.510 0.660 -4.914
2.134 -2.336 1.844
-0.252 -0.125 -0.374
0.150 3.600 2.431
-1.750 -0.282 2.831
-0.486 1.289 -0.722
0.439 -3.645 -1.000
0.419 -0.022 0.510

=====

Record 9
Molecular formula: C25H21LuN6O3
Method: DFT, ωB97M-V with the def2-TZVPD basis set

Values from the calculation:
HOMO energy (spin up / spin down)	-9.702 / -10.048	eV
gap between HOMO and LUMO (spin up / spin down)	5.774 / 6.122	eV
2S+1	2
net charge	+1
E_LUMO (spin up / spin down)	-3.9287 / -3.9257	eV

CARTESIAN COORDINATES (ANGSTROEM)
Lu: 0.610 -0.396 0.022
O: -5.686 3.062 0.430
C: -4.656 3.677 0.198
O: -4.359 4.846 -0.062
C: -3.419 2.755 0.161
C: -3.530 1.424 0.508
C: -2.426 0.562 0.431
N: -1.251 1.007 -0.062
C: -1.113 2.309 -0.355
C: -2.193 3.179 -0.274
C: 0.201 2.714 -0.840
C: 0.589 4.051 -0.996
C: 1.845 4.426 -1.391
C: 2.705 3.400 -1.694
C: 2.365 2.113 -1.463
N: 1.132 1.743 -1.041
C: -2.452 -0.787 0.918
C: -3.648 -1.368 1.308
C: -3.656 -2.646 1.837
C: -2.397 -3.275 2.030
C: -1.256 -2.599 1.708
N: -1.262 -1.405 1.089
H: -4.506 1.124 0.919
H: -2.005 4.206 -0.449
H: -0.113 4.834 -0.850
H: 2.062 5.482 -1.547
H: 3.727 3.577 -1.979
H: 3.078 1.285 -1.547
H: -4.546 -0.791 1.189
H: -4.597 -3.120 2.119
H: -2.399 -4.270 2.464
H: -0.272 -3.039 1.850
C: 1.545 -4.171 -0.699
C: 0.258 -3.515 -1.180
N: 0.066 -2.178 -1.358
C: -1.221 -1.998 -1.804
C: -1.850 -3.192 -1.853
N: -0.894 -4.116 -1.445
H: 1.634 -4.158 0.395
H: 2.401 -3.537 -1.019
H: 1.592 -5.254 -0.996
H: -1.573 -1.021 -1.987
H: -2.800 -3.522 -2.299
H: -1.017 -5.111 -1.507
O: 1.375 -0.137 1.969
N: 2.620 0.125 1.495
C: 3.245 1.293 1.764
C: 4.464 1.517 1.152
C: 4.958 0.557 0.258
C: 4.297 -0.625 -0.029
C: 3.030 -0.859 0.564
H: 2.736 1.877 2.488
H: 5.040 2.395 1.357
H: 5.906 0.758 -0.271
H: 4.655 -1.374 -0.718
H: 2.963 -1.832 1.097

Atomic forces in eV per Å
-0.105 0.536 -0.102
-1.134 -0.322 0.307
0.945 0.344 -0.306
-0.227 0.454 0.027
-0.041 -0.621 -0.153
-0.050 -1.101 0.653
-0.538 2.269 -0.802
0.300 -0.332 0.367
-1.216 -0.383 -0.346
1.516 -0.057 0.246
1.893 0.382 -0.132
-0.939 -0.132 0.054
-0.508 -0.085 -0.567
1.818 0.710 0.044
-1.038 -1.837 0.513
-0.224 0.043 0.285
0.388 -1.179 0.861
-0.134 -0.485 0.109
0.995 0.078 -0.029
-1.876 -0.206 0.403
0.593 0.103 -0.874
-0.575 0.177 0.444
0.506 0.174 -0.368
-0.376 0.868 -0.322
-0.645 0.372 0.312
0.203 -0.334 0.147
0.184 0.221 -0.269
-0.202 0.464 -0.197
-0.287 -0.146 -0.030
0.375 0.025 -0.067
0.356 0.184 -0.012
-0.131 0.001 0.137
-0.289 0.089 -0.092
0.527 1.668 0.428
1.073 -1.211 0.247
0.282 -0.781 0.343
-0.348 -0.774 -0.694
-0.561 -0.411 -0.590
-0.393 -0.029 -0.063
-0.517 -0.812 -0.266
0.213 1.225 -0.028
-0.529 0.724 -0.386
0.585 0.341 0.592
-0.048 -0.203 0.102
-0.329 0.183 0.426
-0.024 0.537 0.043
0.755 -1.185 -0.768
-1.031 0.160 0.719
0.960 -1.461 -1.786
0.487 1.648 0.154
0.006 -0.966 0.769
-0.198 0.707 0.416
0.034 0.337 0.182
-0.531 -0.123 0.472
0.379 0.089 0.001
-0.325 0.066 -0.553

=====

Please write out number 6 again, unchanged.
Molecular formula: C4H8O2
Method: DFT, ωB97M-V with the def2-TZVPD basis set

Values from the calculation:
HOMO energy	-9.751	eV
gap between HOMO and LUMO	10.748	eV
2S+1	1
SMILES string	CC[C@H]1O[C@H]1O
E_LUMO	0.9968	eV

CARTESIAN COORDINATES (ANGSTROEM)
C: -1.188 -1.041 0.071
C: -0.826 0.169 -0.782
C: 0.360 0.985 -0.358
O: 0.588 1.334 1.022
C: 1.551 0.553 0.373
O: 1.733 -0.682 0.955
H: -2.137 -1.460 -0.274
H: -1.319 -0.750 1.120
H: -0.433 -1.831 0.008
H: -1.678 0.857 -0.826
H: -0.615 -0.139 -1.815
H: 0.541 1.853 -0.990
H: 0.901 -0.801 1.434
H: 2.522 0.954 0.062

Atomic forces in eV per Å
-0.049 -0.053 0.038
-0.023 0.047 0.011
0.246 0.044 -0.281
0.070 0.536 0.244
0.441 -0.265 -0.431
-0.327 -0.067 -0.059
0.106 0.020 0.081
0.002 -0.073 -0.126
-0.110 0.133 0.007
-0.031 -0.108 -0.044
-0.127 0.019 0.124
-0.130 -0.053 -0.194
0.203 -0.440 0.130
-0.272 0.259 0.501